[1]
The following is a DFT calculation (ωB97M-V/def2-TZVPD) of one molecule with the formula C2H9NO3Si in a non-equilibrium geometry.

## Properties
Multiplicity: 1
Net charge: 0
M (u): 123.2
SMILES string: CO[Si](N)(O)OC
E_HOMO (eV): -10.16
LUMO (eV): 0.7

The geometry in XYZ format:
```
16
Properties=species:S:1:pos:R:3:forces:R:3
C 1.296 -1.949 -0.685 3.8 -2.4 0.3
O 0.017 -1.431 -0.890 0.4 0.2 0.9
Si -0.699 -0.230 -0.003 0.2 -0.5 1.8
N -0.275 -0.191 1.794 -0.5 -0.1 -2.7
O -2.303 -0.451 -0.121 -0.7 -0.7 -0.5
O -0.450 1.177 -0.761 0.4 -0.7 -0.6
C 0.122 2.349 -0.334 1.8 1.9 -1.4
H 1.622 -2.738 -1.503 -1.2 1.7 1.3
H 1.537 -2.537 0.286 -1.5 0.8 -1.1
H 2.223 -1.270 -0.607 -1.8 0.1 -0.7
H -0.776 -0.912 2.338 0.3 1.0 -0.3
H -0.415 0.766 2.130 -0.1 -0.7 0.3
H -2.653 -0.702 -0.992 0.2 0.1 0.5
H 1.253 2.243 -0.081 -1.8 0.4 -0.7
H -0.387 2.656 0.525 -0.6 0.8 1.8
H -0.110 3.219 -1.094 0.9 -1.8 1.2
```
Positions in Å, forces in eV/Å.

Results of the Löwdin charge analysis, in e, for atoms 1 through 8:
1 C -0.2121
2 O -0.1895
3 Si 0.1761
4 N -0.0255
5 O -0.0875
6 O -0.1841
7 C -0.1740
8 H 0.1069


[2]
The following is a DFT calculation (ωB97M-V/def2-TZVPD) of an isolated ion of composition C6H5O5PS and charge -2 in a non-equilibrium geometry.

## Properties
Multiplicity: 1
Net charge: -2
M (u): 220.1
SMILES string: O=S(=O)=C1C=CC=C[C@@H]1P(=O)([O-])[O-]
E_HOMO (eV): -0.80
LUMO (eV): 6.2

The geometry in XYZ format:
```
18
Properties=species:S:1:pos:R:3:forces:R:3
O 3.371 -0.874 -0.032 0.2 0.1 0.3
S 2.866 0.536 0.011 -1.5 -1.0 -0.1
O 3.064 1.191 -1.290 0.6 1.0 -1.0
C 0.955 0.084 -0.231 2.1 1.0 0.6
C 0.303 0.287 -1.421 2.3 1.5 -2.1
C -0.886 -0.290 -1.680 -2.9 -1.4 0.0
C -1.494 -1.194 -0.762 0.6 1.6 0.5
C -0.868 -1.271 0.490 -0.3 -1.4 -1.3
C 0.320 -0.534 0.792 -1.9 -2.6 1.6
P -0.869 1.195 1.601 1.3 3.8 2.1
O 0.342 1.956 2.171 -1.4 -1.2 -1.1
O -1.490 1.704 0.360 -0.6 0.0 -0.3
O -1.630 0.427 2.616 -0.7 -0.8 0.1
H 0.830 0.969 -2.172 -0.7 -1.1 1.0
H -1.537 -0.105 -2.547 0.8 0.4 0.0
H -2.572 -1.456 -0.905 1.2 -0.4 0.1
H -1.246 -2.092 1.106 0.0 0.9 0.8
H 0.541 -0.531 1.892 1.0 -0.4 -1.4
```
Positions in Å, forces in eV/Å.

Results of the Löwdin charge analysis, in e, for atoms 1 through 8:
1 O -0.5964
2 S 0.6605
3 O -0.5933
4 C -0.3078
5 C -0.1284
6 C -0.1301
7 C -0.1112
8 C -0.1238


[3]
The following is a DFT calculation (ωB97M-V/def2-TZVPD) of one molecule with the formula C3H5NO2.

## Properties
Multiplicity: 1
Net charge: 0
M (u): 87.1
E_HOMO (eV): -9.14
LUMO (eV): 0.6

The geometry in XYZ format:
```
11
Properties=species:S:1:pos:R:3:forces:R:3
C -1.907 0.641 0.167 -0.4 0.0 0.1
C -0.239 -0.696 -0.628 0.4 0.3 0.2
O -0.527 0.534 -0.202 0.1 -0.5 0.0
N 1.109 -0.884 -0.524 -0.2 -0.2 0.0
C 2.047 -0.113 0.174 0.3 0.0 0.1
O 3.106 -0.567 0.527 -0.4 0.2 -0.3
H -2.560 0.343 -0.658 0.2 0.0 0.1
H -2.103 1.672 0.463 0.1 -0.1 -0.1
H -2.065 -0.017 1.024 -0.2 0.1 -0.1
H 1.429 -1.827 -0.712 -0.1 0.1 -0.1
H 1.712 0.913 0.368 0.1 -0.1 0.0
```
Positions in Å, forces in eV/Å.

Results of the Löwdin charge analysis, in e, for atoms 1 through 8:
1 C -0.0807
2 C -0.0880
3 O -0.1696
4 N 0.0423
5 C -0.2933
6 O 0.0628
7 H 0.0857
8 H 0.0881


[4]
The following is a DFT calculation (ωB97M-V/def2-TZVPD) of C28H29N8O2S2W as an isolated structure in a non-equilibrium geometry.

## Properties
Multiplicity: 1
Net charge: -1
M (u): 757.6
E_HOMO (alpha / beta) (eV): -2.32 / -2.32
LUMO (alpha / beta) (eV): 2.0 / 2.0

The geometry in XYZ format:
```
70
Properties=species:S:1:pos:R:3:forces:R:3
W -0.231 0.869 0.158 0.1 0.9 -2.4
C 2.725 -1.655 -2.046 -0.2 0.2 0.2
C 2.038 -0.687 -1.122 2.9 1.3 0.9
N 0.706 -0.614 -1.040 -2.1 1.4 1.1
N -0.061 -1.465 -1.753 -1.9 -0.2 0.2
C -1.321 -1.340 -1.373 2.7 -0.6 -0.9
O -1.600 -0.556 -0.368 0.3 0.9 0.3
C -2.388 -2.039 -2.063 -0.7 -0.2 -0.1
C -3.707 -1.875 -1.619 0.5 0.1 0.0
C -4.744 -2.515 -2.262 -0.2 -0.2 -0.2
C -4.492 -3.328 -3.359 -0.1 0.0 0.0
C -3.190 -3.481 -3.816 -0.1 -0.1 -0.1
C -2.144 -2.845 -3.182 0.1 0.2 0.3
C 2.719 0.247 -0.317 -1.8 -2.1 -2.0
C 4.121 0.361 -0.285 1.5 1.1 0.8
C 4.729 1.358 0.443 -0.2 -1.6 -1.2
C 3.905 2.269 1.123 -1.2 0.7 0.5
C 2.542 2.104 1.087 0.5 0.4 0.3
N 1.905 1.100 0.435 -0.7 0.2 0.4
H 1.965 -2.192 -2.609 0.1 0.0 0.0
H 3.329 -2.376 -1.494 0.1 -0.1 0.0
H 3.375 -1.121 -2.740 0.1 -0.1 -0.1
H -3.892 -1.225 -0.776 0.0 0.1 0.1
H -5.758 -2.378 -1.915 -0.1 0.0 0.0
H -5.307 -3.825 -3.868 0.0 0.0 0.0
H -2.999 -4.097 -4.685 0.0 0.0 0.0
H -1.129 -2.944 -3.538 0.1 0.0 0.0
H 4.705 -0.341 -0.858 0.1 -0.1 0.0
H 5.803 1.444 0.474 0.2 0.0 0.0
H 4.331 3.090 1.677 -0.1 0.1 0.1
H 1.906 2.804 1.616 0.1 0.0 -0.1
S -2.773 1.682 0.589 0.7 -0.3 0.2
C -2.667 0.797 2.084 0.2 0.8 0.3
C -3.556 -0.191 2.456 -0.1 -0.5 0.5
C -3.411 -0.873 3.673 1.5 1.7 0.0
C -4.237 -1.955 3.975 -1.2 -1.6 0.4
N -4.912 -2.864 4.205 0.3 0.4 -0.1
C -2.403 -0.455 4.588 -0.8 0.5 -1.8
C -1.537 0.585 4.224 -0.2 -0.1 0.1
C -1.605 1.148 2.970 -0.3 0.2 -0.2
S -0.373 2.269 2.379 -0.2 0.0 -0.4
C -2.182 -1.111 5.797 0.4 -1.0 1.6
N -1.906 -1.660 6.776 -0.2 0.2 -0.3
H -4.354 -0.473 1.787 0.0 0.0 -0.1
H -0.791 0.919 4.934 0.0 -0.1 -0.1
C 0.204 -3.330 2.654 -0.2 0.0 -0.2
N 0.751 -2.190 3.353 -0.1 -0.2 0.1
C 0.697 -0.942 2.835 0.6 0.3 0.0
N 1.316 0.041 3.527 0.0 0.3 0.0
O 0.187 -0.729 1.720 -0.5 -0.4 0.3
H 0.818 -4.205 2.864 0.0 0.0 0.0
H 0.235 -3.123 1.584 0.0 0.0 0.1
H -0.832 -3.534 2.943 0.0 0.0 0.0
H 0.951 -2.305 4.335 0.1 0.2 -0.2
H 1.549 -0.102 4.496 0.1 -0.1 -0.1
H 1.030 1.001 3.246 0.3 -0.6 0.2
C -0.175 4.559 -0.999 -0.1 -0.4 -0.1
C -0.196 3.302 -1.892 0.3 0.8 -0.6
C -1.437 3.335 -2.806 0.2 -0.3 0.4
C 1.087 3.243 -2.747 -0.2 -0.1 0.3
N -0.247 2.176 -1.051 -0.5 -2.0 1.8
H -0.166 5.465 -1.603 0.0 0.1 -0.1
H 0.707 4.535 -0.361 0.1 0.1 0.0
H -1.059 4.550 -0.364 0.0 0.1 0.1
H -1.434 4.223 -3.434 0.0 0.1 0.0
H -2.332 3.328 -2.187 -0.1 0.0 0.0
H -1.449 2.448 -3.437 0.0 -0.1 -0.1
H 1.162 4.122 -3.385 0.0 0.1 -0.1
H 1.067 2.347 -3.365 0.1 -0.1 -0.1
H 1.958 3.194 -2.093 0.1 0.0 0.0
```
Positions in Å, forces in eV/Å.

Results of the Löwdin charge analysis, in e, for atoms 1 through 8:
1 W 1.5622
2 C -0.0551
3 C -0.3163
4 N -0.1758
5 N 0.0910
6 C -0.4416
7 O -0.3001
8 C -0.1440


[5]
The following is a DFT calculation (ωB97M-V/def2-TZVPD) of C35H34Co2NO7Si as an isolated structure in a non-equilibrium geometry.

## Properties
Multiplicity: 1
Net charge: -1
M (u): 726.6
E_HOMO (eV): -4.15
LUMO (eV): 2.3

The geometry in XYZ format:
```
80
Properties=species:S:1:pos:R:3:forces:R:3
C 3.935 -0.435 -0.621 0.3 0.2 -0.3
Si 2.774 0.458 0.527 -0.8 -0.7 0.7
C 3.696 1.308 1.906 0.4 0.3 0.0
C 1.608 1.620 -0.335 0.3 0.2 -0.3
O 1.897 -0.805 1.170 0.1 -0.4 0.2
C 1.419 -1.158 2.452 0.3 -0.1 -0.5
C 2.570 -1.749 3.331 -0.8 0.1 0.0
C 3.800 -2.087 2.764 0.1 0.3 0.4
C 4.883 -2.392 3.594 -0.3 -0.2 -0.1
C 4.704 -2.544 4.965 -0.1 0.2 0.2
C 3.431 -2.378 5.514 -0.4 0.0 -0.2
C 2.359 -1.986 4.702 0.4 -0.1 -0.2
C 0.685 0.037 3.071 0.7 0.6 0.0
C 1.152 0.727 4.197 -0.5 0.2 0.3
C 0.412 1.792 4.739 0.1 -0.1 -0.2
C -0.775 2.201 4.127 0.0 -0.1 -0.2
C -1.168 1.598 2.926 0.3 0.0 0.2
C -0.408 0.564 2.375 -0.4 0.4 0.1
C 0.404 -2.290 2.226 -0.5 -0.9 1.0
C 1.014 -3.581 1.645 0.0 0.4 -0.1
C -0.198 -4.290 1.007 0.1 -0.4 0.2
C -1.284 -3.233 0.842 -0.5 0.4 0.2
N -0.744 -1.986 1.391 -0.3 0.2 -0.3
H 4.455 0.297 -1.254 0.0 -0.2 0.0
H 4.695 -0.998 -0.060 -0.2 0.2 -0.1
H 3.388 -1.136 -1.268 0.1 0.2 0.2
H 4.376 2.042 1.444 -0.1 -0.1 0.3
H 3.013 1.839 2.584 0.2 -0.1 -0.2
H 4.297 0.599 2.496 -0.2 0.2 -0.2
H 2.223 2.220 -1.024 -0.3 0.1 0.0
H 0.828 1.115 -0.924 0.4 0.1 0.2
H 1.115 2.308 0.362 0.1 -0.1 -0.1
H 3.927 -2.096 1.682 -0.1 0.3 0.3
H 5.868 -2.512 3.154 -0.1 -0.2 0.0
H 5.548 -2.785 5.615 -0.2 0.1 -0.2
H 3.259 -2.537 6.579 0.1 0.0 -0.2
H 1.357 -1.853 5.127 0.5 0.1 -0.1
H 2.098 0.458 4.663 -0.3 0.0 -0.1
H 0.769 2.304 5.642 -0.1 -0.2 -0.4
H -1.374 3.019 4.543 0.3 -0.4 -0.1
H -2.048 1.924 2.378 0.2 0.1 0.2
H -0.681 0.175 1.389 0.2 0.2 0.5
H -0.002 -2.541 3.230 0.5 0.0 0.0
H 1.789 -3.331 0.897 -0.4 -0.1 0.3
H 1.476 -4.158 2.465 -0.1 0.1 -0.5
H 0.027 -4.741 0.038 0.1 -0.1 0.2
H -0.559 -5.072 1.687 0.1 0.0 -0.2
H -1.585 -3.103 -0.203 0.2 0.1 0.0
H -2.204 -3.487 1.387 0.1 -0.3 -0.1
H -1.459 -1.497 1.939 0.4 -0.4 -0.5
O -3.138 -1.798 -3.965 0.3 0.9 1.2
C -2.879 -0.957 -3.219 -0.5 -0.6 -2.2
Co -2.389 0.322 -2.116 -0.8 0.3 1.3
C -3.559 -0.044 -0.831 -2.0 -0.3 1.6
O -4.330 -0.150 0.029 1.5 -0.1 -1.5
C -0.865 -0.566 -1.865 2.6 0.1 0.1
O 0.103 -1.198 -1.781 -1.6 0.5 -0.1
C -2.938 1.746 -3.714 -0.6 -1.6 -0.6
C -2.269 1.683 -4.997 0.7 -0.1 -0.8
C -0.984 1.085 -5.127 -0.4 0.5 0.1
C -0.334 1.054 -6.360 -0.2 0.0 -0.1
C -0.953 1.593 -7.499 -0.1 0.2 0.4
C -2.191 2.249 -7.365 0.3 -0.4 0.1
C -2.854 2.275 -6.143 0.2 -0.1 0.3
C -4.271 1.738 -3.283 -1.5 -2.2 -1.6
C -5.453 1.104 -3.288 -0.3 0.5 -0.7
Co -3.270 2.920 -2.407 0.1 0.5 1.9
C -2.391 1.908 -0.961 1.9 2.2 1.9
O -2.019 2.273 0.113 -0.9 -1.1 -2.2
C -2.740 4.495 -2.951 2.6 1.1 0.0
O -2.321 5.480 -3.391 -1.0 -0.6 0.2
C -4.594 3.305 -1.345 -0.6 0.6 2.1
O -5.377 3.530 -0.522 0.5 -0.3 -1.3
H -0.489 0.675 -4.230 -0.4 0.3 -0.6
H 0.675 0.619 -6.406 -0.5 0.1 -0.2
H -0.479 1.506 -8.477 0.0 0.2 0.2
H -2.646 2.750 -8.218 0.1 -0.2 0.1
H -3.833 2.765 -6.059 0.5 -0.2 0.1
H -6.288 1.478 -2.686 0.3 -0.2 -0.2
H -5.680 0.321 -4.022 0.1 0.1 0.3
```
Positions in Å, forces in eV/Å.

Results of the Löwdin charge analysis, in e, for atoms 1 through 8:
1 C -0.1515
2 Si 0.4019
3 C -0.1399
4 C -0.1319
5 O -0.1618
6 C -0.3548
7 C -0.1398
8 C -0.0372


[6]
The following is a DFT calculation (ωB97M-V/def2-TZVPD) of an isolated ion of composition C32H37N4 and charge +1 in a non-equilibrium geometry.

## Properties
Multiplicity: 1
Net charge: +1
M (u): 477.7
SMILES string: CN(c1ccccc1)c1ccc(C(c2ccc(N(C)c3ccccc3)cc2)[N@@H+]2CCC[C@H]2CN)cc1
E_HOMO (eV): -9.57
LUMO (eV): -2.3

The geometry in XYZ format:
```
73
Properties=species:S:1:pos:R:3:forces:R:3
C 4.834 -2.669 0.752 -0.3 0.2 0.0
N 3.911 -2.429 1.866 -0.1 -0.7 -0.6
C 4.465 -1.913 3.052 0.1 0.6 0.2
C 5.841 -1.578 3.103 -0.5 0.0 -0.2
C 6.361 -0.941 4.222 -0.4 -0.1 0.4
C 5.537 -0.693 5.331 0.1 -0.1 -0.2
C 4.186 -1.062 5.309 0.4 0.0 -0.4
C 3.644 -1.649 4.164 0.3 0.1 -0.1
C 2.578 -2.080 1.469 -0.5 0.2 -0.4
C 1.436 -2.814 1.860 0.7 0.3 -0.3
C 0.157 -2.424 1.452 0.0 0.0 0.4
C -0.075 -1.271 0.686 0.6 -0.1 0.6
C -1.475 -0.685 0.398 1.2 1.7 0.3
C -1.388 0.326 -0.732 -0.4 -0.7 -0.1
C -2.028 1.563 -0.657 0.6 0.1 -0.5
C -1.840 2.494 -1.674 -0.4 -0.1 0.3
C -1.009 2.192 -2.778 0.4 0.7 0.1
N -0.636 3.167 -3.699 -0.1 -0.3 -0.4
C 0.319 2.787 -4.729 0.0 0.0 -0.2
C -0.910 4.551 -3.556 -0.2 0.8 0.0
C 0.112 5.501 -3.797 -0.3 -0.2 0.5
C -0.067 6.829 -3.406 -0.3 -0.2 -0.1
C -1.289 7.248 -2.859 0.2 -0.1 -0.1
C -2.364 6.358 -2.804 0.4 -0.1 -0.2
C -2.187 5.027 -3.191 0.3 -0.1 0.0
C -0.455 0.893 -2.887 -0.3 -0.1 0.0
C -0.729 -0.053 -1.911 0.1 0.4 0.4
N -2.514 -1.657 0.073 -1.4 -1.7 0.0
C -3.833 -1.057 -0.459 0.0 -0.3 -0.2
C -4.832 -1.042 0.692 0.1 0.2 -0.1
C -4.435 -2.229 1.546 -0.1 -0.7 0.2
C -2.960 -2.579 1.251 -0.5 0.0 0.0
C -2.913 -4.065 0.871 0.1 -0.5 0.3
N -1.573 -4.602 0.675 -0.2 -1.2 -0.6
C 1.079 -0.551 0.315 0.0 0.3 -0.2
C 2.373 -0.987 0.599 0.1 -0.2 0.5
H 4.335 -3.261 -0.025 0.1 0.1 0.3
H 5.180 -1.724 0.302 0.1 -0.2 0.0
H 5.698 -3.229 1.119 -0.2 0.0 -0.2
H 6.483 -1.756 2.239 -0.2 0.1 0.4
H 7.411 -0.631 4.218 -0.4 -0.2 0.1
H 5.960 -0.212 6.207 -0.1 -0.1 -0.1
H 3.556 -0.877 6.180 0.2 0.0 -0.3
H 2.583 -1.889 4.103 0.3 0.0 0.1
H 1.583 -3.730 2.443 -0.1 0.4 -0.1
H -0.663 -3.068 1.757 0.7 0.5 -0.1
H -1.865 -0.190 1.300 0.2 0.1 -0.1
H -2.692 1.803 0.180 0.4 0.0 -0.1
H -2.345 3.459 -1.585 0.4 -0.6 0.0
H 0.474 3.642 -5.393 0.0 -0.4 0.1
H 1.287 2.456 -4.316 -0.2 0.2 -0.1
H -0.094 1.968 -5.325 0.1 0.1 0.0
H 1.055 5.178 -4.244 -0.2 0.2 0.4
H 0.765 7.530 -3.518 -0.4 -0.2 0.0
H -1.398 8.268 -2.494 0.0 -0.2 -0.2
H -3.339 6.686 -2.449 0.2 0.0 -0.1
H -3.040 4.344 -3.190 0.3 0.3 0.0
H 0.228 0.627 -3.693 -0.5 0.1 0.2
H -0.347 -1.081 -2.001 0.1 0.6 0.0
H -2.139 -2.260 -0.672 0.0 0.1 0.3
H -4.105 -1.763 -1.251 -0.3 0.2 0.2
H -3.714 -0.076 -0.917 0.4 -0.3 0.1
H -5.835 -1.160 0.265 0.2 0.1 0.2
H -4.828 -0.108 1.272 0.2 -0.2 -0.4
H -5.055 -3.098 1.253 0.3 0.4 0.3
H -4.562 -2.071 2.624 -0.1 0.0 -0.3
H -2.327 -2.372 2.133 -0.3 0.1 -0.7
H -3.543 -4.262 -0.013 0.1 0.3 0.2
H -3.398 -4.602 1.703 -0.1 0.3 -0.2
H -1.337 -5.258 1.432 0.0 0.5 -0.5
H -1.527 -5.149 -0.193 0.1 0.3 0.6
H 0.984 0.421 -0.175 0.0 -0.5 -0.1
H 3.249 -0.463 0.176 -0.7 -0.1 0.5
```
Positions in Å, forces in eV/Å.

Results of the Löwdin charge analysis, in e, for atoms 1 through 8:
1 C -0.0653
2 N -0.1048
3 C -0.2128
4 C -0.0375
5 C -0.0841
6 C -0.1012
7 C -0.0852
8 C -0.0275